ORCA calculation (the ωB97M-V functional and the def2-TZVPD basis) on a molecular structure, C39H35BrN8O7STa at a distorted geometry.

## Properties
LUMO	-9.16	eV
M	1020.68	g/mol
DFT total energy	-5500.24046	a.u.
relative energy (zero: lowest compared OMol25 entry of this formula, charge and spin)	0.0	kcal per mole
max |F|	0.04679	Eh/bohr
E_HOMO	-0.5408	hartree
charge	+3
spin multiplicity	1

Geometry (Å):
Ta1 -0.554 -0.035 0.129
N1 1.218 -0.106 4.440
C1 1.021 -0.241 3.142
N2 0.007 0.295 2.498
C2 -1.023 0.848 3.274
N3 -2.132 1.147 2.662
N4 -2.232 0.651 1.420
C3 -3.397 0.605 0.904
C4 -3.562 0.040 -0.423
C5 -4.844 -0.185 -0.914
C6 -4.975 -0.766 -2.171
C7 -3.850 -0.961 -2.917
C8 -2.613 -0.770 -2.332
N5 -2.449 -0.325 -1.086
C9 -0.818 1.102 4.669
C10 -1.799 1.756 5.438
C11 -1.580 1.955 6.793
C12 -0.435 1.443 7.398
C13 0.562 0.861 6.628
C14 0.358 0.648 5.244
H1 2.070 -0.575 4.864
H2 1.744 -0.766 2.536
H3 -4.243 1.009 1.455
H4 -5.668 0.127 -0.265
H5 -5.990 -1.044 -2.555
H6 -3.978 -1.317 -3.944
H7 -1.749 -0.917 -2.979
H8 -2.662 2.198 4.979
H9 -2.298 2.512 7.401
H10 -0.318 1.565 8.487
H11 1.451 0.475 7.131
O1 -3.438 -2.674 1.066
C15 -2.882 -3.915 1.171
C16 -3.761 -4.986 1.401
C17 -3.250 -6.267 1.467
C18 -1.869 -6.485 1.350
C19 -0.991 -5.413 1.118
C20 -1.510 -4.120 0.972
C21 -0.586 -3.042 0.535
O2 -0.832 -1.733 1.036
N6 -0.710 -2.848 -0.900
N7 -0.090 -1.693 -1.381
C22 0.499 -1.814 -2.520
C23 1.039 -0.823 -3.370
Br1 0.712 0.931 -2.912
C24 1.739 -1.163 -4.494
C25 2.374 -0.438 -5.557
C26 2.312 0.965 -5.713
C27 2.787 1.609 -6.871
C28 3.277 0.833 -7.906
C29 3.365 -0.561 -7.797
C30 2.988 -1.168 -6.614
H12 -2.734 -2.044 0.999
H13 -4.826 -4.780 1.545
H14 -3.883 -7.122 1.584
H15 -1.488 -7.483 1.378
H16 0.051 -5.597 1.125
H17 0.462 -3.336 0.810
H18 -0.525 -3.715 -1.400
H19 0.604 -2.850 -2.837
H20 1.879 -2.219 -4.687
H21 1.864 1.619 -4.995
H22 2.787 2.694 -6.939
H23 3.616 1.314 -8.820
H24 3.743 -1.179 -8.627
H25 3.072 -2.226 -6.507
C31 -2.893 3.921 -0.310
S1 -1.223 3.239 -0.099
C32 -0.416 4.233 -1.386
O3 -1.360 1.844 -0.714
H26 -2.858 4.971 -0.004
H27 -3.514 3.332 0.411
H28 -3.280 3.845 -1.300
H29 -0.559 5.299 -1.128
H30 -0.886 4.022 -2.373
H31 0.600 3.960 -1.358
O4 0.849 1.615 0.331
C33 1.820 0.820 0.503
O5 1.508 -0.415 0.209
C34 3.170 1.217 0.979
C35 4.297 0.385 0.829
C36 5.586 0.821 1.112
C37 5.714 2.140 1.590
C38 4.606 2.978 1.763
C39 3.337 2.512 1.460
N8 4.819 4.443 2.008
O6 3.840 5.163 1.910
O7 5.977 4.806 2.193
H32 4.178 -0.615 0.432
H33 6.414 0.168 0.997
H34 6.701 2.584 1.757
H35 2.514 3.213 1.573

=====

ORCA calculation (the ωB97M-V functional and the def2-TZVPD basis) on a molecular structure, C39H35CrFN5O2S3Te at a distorted geometry.

## Properties
LUMO (spin up / spin down)	2.18 / 2.33	eV
M	900.54	g/mol
expectation value of S²	6.08
DFT total energy	-4538.47538	a.u.
relative energy (zero: lowest compared OMol25 entry of this formula, charge and spin)	0.0	kcal per mole
max |F|	0.02556	Eh/bohr
E_HOMO (spin up / spin down)	-0.0903 / -0.1424	hartree
charge	-1
spin multiplicity	5

Geometry (Å):
Cr1 -0.596 0.076 0.551
S1 -3.340 -6.624 -1.339
N1 -4.086 -5.158 -1.244
C1 -3.172 -4.289 -0.851
C2 -3.388 -2.884 -0.646
C3 -4.614 -2.257 -0.811
C4 -4.703 -0.886 -0.642
C5 -3.557 -0.175 -0.281
N2 -2.379 -0.730 -0.061
C6 -2.262 -2.089 -0.258
C7 -0.992 -2.654 -0.069
N3 0.024 -1.801 0.293
C8 1.212 -2.311 0.553
C9 1.506 -3.671 0.421
C10 0.516 -4.541 0.011
C11 -0.764 -4.051 -0.232
C12 -1.873 -4.867 -0.642
N4 -1.827 -6.166 -0.875
H1 -5.474 -2.857 -1.081
H2 -5.632 -0.354 -0.786
H3 -3.616 0.903 -0.191
H4 1.978 -1.613 0.863
H5 2.510 -4.012 0.632
H6 0.706 -5.599 -0.122
C13 0.603 -0.492 5.149
C14 0.520 -0.078 3.696
S2 -1.014 -0.440 2.913
C15 1.511 0.559 3.053
C16 2.803 0.954 3.716
S3 1.409 1.024 1.365
H7 -0.287 -1.057 5.421
H8 0.666 0.380 5.808
H9 1.479 -1.117 5.336
H10 2.803 0.728 4.783
H11 2.969 2.027 3.587
H12 3.639 0.428 3.247
Te1 -2.031 2.069 1.699
C17 -3.009 3.740 0.680
C18 -2.408 4.580 -0.252
C19 -3.128 5.601 -0.855
C20 -4.469 5.787 -0.548
C21 -5.085 4.944 0.366
C22 -4.358 3.929 0.971
C23 -0.739 3.384 2.760
C24 -0.870 3.479 4.139
C25 -0.087 4.376 4.853
C26 0.826 5.182 4.191
C27 0.974 5.071 2.815
C28 0.200 4.168 2.104
H13 -1.371 4.431 -0.521
H14 -2.640 6.252 -1.570
H15 -5.031 6.583 -1.020
H16 -6.132 5.081 0.612
H17 -4.838 3.270 1.687
H18 -1.582 2.842 4.650
H19 -0.199 4.453 5.928
H20 1.425 5.895 4.745
H21 1.697 5.686 2.294
H22 0.343 4.062 1.038
F1 -0.475 2.701 -5.095
C29 -0.439 2.106 -3.872
C30 -0.028 2.840 -2.779
C31 -0.005 2.215 -1.537
C32 -0.394 0.884 -1.333
C33 -0.771 0.192 -2.492
C34 -0.800 0.781 -3.753
H23 0.255 3.880 -2.898
H24 0.359 2.784 -0.687
H25 -1.054 -0.855 -2.425
H26 -1.112 0.224 -4.628
O1 4.172 -0.989 -0.425
C35 3.594 -0.494 -1.358
O2 2.277 -0.447 -1.472
C36 4.327 0.180 -2.525
N5 3.447 0.307 -3.694
C37 3.571 1.655 -4.281
C38 4.729 2.321 -3.535
C39 4.692 1.629 -2.171
H27 5.234 -0.400 -2.719
H28 2.072 -0.063 -2.348
H29 3.594 -0.430 -4.366
H30 2.643 2.204 -4.100
H31 3.733 1.610 -5.359
H32 4.595 3.400 -3.458
H33 5.677 2.123 -4.040
H34 3.910 2.068 -1.547
H35 5.639 1.682 -1.637

=====

ORCA calculation (the ωB97M-V functional and the def2-TZVPD basis) on a molecular structure, C39H35N7O11S at a distorted geometry.

## Properties
LUMO	-0.67	eV
M	809.81	g/mol
DFT total energy	-3115.78485	a.u.
max |F|	0.02711	Eh/bohr
E_HOMO	-0.3037	hartree
spin multiplicity	1

Geometry (Å):
C1 -3.060 1.684 3.215
C2 -3.155 0.524 4.215
O1 -1.928 -0.116 4.501
C3 -1.744 -1.326 3.797
C4 -1.145 -1.071 2.414
C5 -0.231 -0.078 2.248
C6 0.326 0.220 0.960
C7 -0.047 -0.489 -0.136
C8 -0.970 -1.549 0.029
N1 -1.445 -2.353 -0.932
S1 -2.446 -3.388 -0.245
N2 -2.393 -2.887 1.305
C9 -1.539 -1.869 1.297
H1 -2.047 2.041 3.052
H2 -3.505 1.443 2.250
H3 -3.628 2.531 3.598
H4 -3.924 -0.172 3.873
H5 -3.533 0.933 5.153
H6 -2.691 -1.850 3.652
H7 -1.106 -1.995 4.372
H8 0.070 0.528 3.088
H9 1.022 1.042 0.907
H10 0.354 -0.254 -1.109
C10 1.980 -7.098 -2.546
C11 1.731 -5.746 -2.337
C12 0.474 -5.224 -2.589
C13 -0.519 -6.074 -3.045
C14 -0.287 -7.417 -3.264
C15 0.975 -7.931 -3.014
N3 -1.860 -5.528 -3.294
O2 -2.016 -4.339 -3.108
O3 -2.730 -6.293 -3.664
H11 2.963 -7.502 -2.343
H12 2.517 -5.098 -1.974
H13 0.274 -4.173 -2.428
H14 -1.074 -8.063 -3.624
H15 1.173 -8.978 -3.176
C16 -2.440 -10.615 -8.554
C17 -2.435 -9.468 -7.770
C18 -1.318 -9.149 -7.016
C19 -0.218 -9.987 -7.062
C20 -0.208 -11.136 -7.831
C21 -1.330 -11.449 -8.581
N4 0.976 -9.639 -6.278
O4 0.924 -8.633 -5.596
O5 1.940 -10.373 -6.353
H16 -3.312 -10.859 -9.146
H17 -3.300 -8.821 -7.749
H18 -1.312 -8.257 -6.405
H19 0.658 -11.781 -7.851
H20 -1.337 -12.343 -9.189
C22 -9.040 4.577 5.344
C23 -8.603 4.224 6.614
C24 -7.255 4.008 6.850
C25 -6.362 4.153 5.804
C26 -6.780 4.498 4.532
C27 -8.130 4.709 4.304
N5 -4.928 3.946 6.055
O6 -4.591 3.624 7.175
O7 -4.165 4.111 5.124
H21 -10.093 4.749 5.164
H22 -9.314 4.119 7.422
H23 -6.912 3.733 7.836
H24 -6.068 4.602 3.726
H25 -8.471 4.981 3.315
C28 4.943 5.524 -1.244
C29 5.315 4.195 -1.387
C30 4.349 3.203 -1.403
C31 3.019 3.562 -1.279
C32 2.631 4.881 -1.129
C33 3.604 5.866 -1.111
N6 1.988 2.515 -1.317
O8 2.357 1.362 -1.428
O9 0.827 2.861 -1.236
H26 5.701 6.297 -1.236
H27 6.359 3.932 -1.486
H28 4.634 2.167 -1.513
H29 1.588 5.143 -1.029
H30 3.317 6.903 -0.996
C34 6.929 10.491 2.997
C35 5.895 9.609 3.282
C36 5.939 8.310 2.803
C37 7.026 7.913 2.045
C38 8.061 8.779 1.746
C39 8.008 10.078 2.227
N7 7.086 6.528 1.554
O10 6.153 5.798 1.814
O11 8.065 6.197 0.914
H31 6.894 11.504 3.376
H32 5.055 9.933 3.880
H33 5.137 7.621 3.023
H34 8.900 8.453 1.149
H35 8.811 10.767 2.003